ORCA calculation (ωB97M-V/def2-TZVPD) on 10 unconnected molecules or ions with the total composition C55H65N14O2S in a non-equilibrium geometry.

Summary:
**LUMO energy**: -3.49 eV
**Kohn-Sham gap**: 7.4 eV
**Charge**: +1
**Highest occupied orbital energy**: -0.4006 hartree

Last column: Mulliken charge in e.
CARTESIAN COORDINATES (ANGSTROEM)
1 N -0.651 0.131 0.475  -0.10
2 C -1.396 -1.039 0.545  -0.48
3 N -2.624 -1.037 1.006  -0.10
4 N -0.826 -2.184 0.061  0.68
5 O -1.763 -2.998 -0.613  -0.49
6 C -0.119 -3.014 1.055  -1.39
7 C 0.987 -2.288 1.798  0.12
8 C 2.264 -2.162 0.951  -0.57
9 C 3.102 -0.943 1.351  -0.91
10 C 2.861 0.307 0.526  -0.34
11 C 3.070 0.141 -0.991  -0.95
12 C 1.886 0.745 -1.717  -0.30
13 S 2.087 0.751 -3.520  -0.21
14 C 0.990 2.062 -3.843  0.35
15 N -0.228 2.134 -3.386  0.01
16 N -0.726 3.355 -3.830  -0.55
17 C 0.221 3.898 -4.525  -0.05
18 O 1.344 3.142 -4.574  -0.20
19 H -1.014 0.791 -0.208  0.31
20 H -0.611 0.562 1.394  0.30
21 H -3.055 -1.804 1.509  0.25
22 H -3.181 -0.206 0.872  0.28
23 H -2.365 -2.421 -1.107  0.31
24 H 0.359 -3.825 0.516  0.53
25 H -0.845 -3.474 1.725  0.37
26 H 0.676 -1.338 2.228  0.35
27 H 1.222 -2.942 2.623  0.18
28 H 2.016 -2.152 -0.107  0.60
29 H 2.862 -3.042 1.166  0.39
30 H 4.165 -1.180 1.332  0.42
31 H 2.878 -0.702 2.389  -0.02
32 H 3.536 1.078 0.881  0.55
33 H 1.859 0.694 0.695  -0.14
34 H 3.236 -0.894 -1.278  0.49
35 H 3.964 0.681 -1.295  0.48
36 H 1.747 1.767 -1.377  0.48
37 H 0.978 0.207 -1.472  -0.10
38 H 0.143 4.854 -5.004  0.48
39 N 3.324 6.020 -9.188  -0.54
40 C 2.616 5.130 -8.499  -0.43
41 C 2.674 5.003 -7.119  -0.02
42 C 3.522 5.846 -6.418  -0.22
43 C 4.267 6.778 -7.120  -0.42
44 C 4.131 6.824 -8.500  -0.19
45 H 1.969 4.488 -9.087  0.36
46 H 2.076 4.268 -6.602  0.42
47 H 3.600 5.777 -5.340  0.39
48 H 4.941 7.455 -6.613  0.36
49 H 4.695 7.540 -9.088  0.35
50 N 1.877 -5.939 1.427  -0.12
51 C 2.278 -6.595 2.515  -0.04
52 C 2.833 -7.865 2.485  -0.74
53 C 2.977 -8.491 1.257  -0.15
54 C 2.564 -7.824 0.116  -0.75
55 C 2.024 -6.555 0.255  -0.04
56 H 2.148 -6.072 3.456  0.34
57 H 3.143 -8.349 3.400  0.38
58 H 3.404 -9.483 1.192  0.39
59 H 2.658 -8.275 -0.862  0.36
60 H 1.692 -5.999 -0.616  0.34
61 N -4.030 -0.557 -2.812  -0.50
62 C -4.148 0.715 -3.197  -0.51
63 C -5.317 1.452 -3.058  -0.18
64 C -6.420 0.837 -2.485  -0.18
65 C -6.317 -0.484 -2.075  -0.53
66 C -5.106 -1.128 -2.268  -0.28
67 H -3.263 1.158 -3.641  0.44
68 H -5.365 2.477 -3.395  0.40
69 H -7.347 1.381 -2.360  0.45
70 H -7.153 -1.002 -1.625  0.46
71 H -4.976 -2.164 -1.968  0.44
72 N 1.797 -2.221 4.814  -0.06
73 C 0.980 -3.112 5.368  -0.10
74 C 0.814 -3.252 6.735  -0.96
75 C 1.549 -2.429 7.574  -0.17
76 C 2.414 -1.502 7.011  -0.76
77 C 2.498 -1.433 5.628  -0.06
78 H 0.423 -3.735 4.673  0.42
79 H 0.124 -3.985 7.130  0.41
80 H 1.446 -2.506 8.648  0.42
81 H 3.005 -0.840 7.629  0.44
82 H 3.148 -0.711 5.145  0.31
83 N 3.379 1.863 3.439  -0.13
84 C 4.709 1.903 3.505  -0.20
85 C 5.425 2.978 4.009  -0.45
86 C 4.718 4.077 4.468  -0.35
87 C 3.333 4.055 4.407  -0.59
88 C 2.716 2.928 3.887  -0.31
89 H 5.224 1.023 3.133  0.46
90 H 6.507 2.948 4.040  0.40
91 H 5.238 4.938 4.869  0.39
92 H 2.743 4.892 4.755  0.41
93 H 1.634 2.871 3.826  0.38
94 N -6.547 3.875 -5.176  -0.29
95 C -6.703 3.557 -6.459  -0.14
96 C -6.787 4.494 -7.477  -0.56
97 C -6.708 5.837 -7.145  -0.12
98 C -6.548 6.185 -5.814  -0.58
99 C -6.471 5.170 -4.873  -0.09
100 H -6.764 2.497 -6.678  0.36
101 H -6.913 4.178 -8.503  0.36
102 H -6.771 6.599 -7.910  0.37
103 H -6.482 7.220 -5.509  0.35
104 H -6.343 5.402 -3.821  0.35
105 N 9.116 2.079 3.908  -0.43
106 C 9.134 1.156 2.947  -0.12
107 C 10.194 0.975 2.073  -0.49
108 C 11.299 1.801 2.200  -0.16
109 C 11.297 2.767 3.192  -0.45
110 C 10.187 2.863 4.017  -0.14
111 H 8.250 0.531 2.880  0.35
112 H 10.153 0.207 1.314  0.35
113 H 12.147 1.693 1.536  0.37
114 H 12.138 3.433 3.327  0.35
115 H 10.149 3.604 4.808  0.36
116 N -8.863 -2.498 -2.796  -0.33
117 C -8.120 -2.996 -3.784  -0.04
118 C -8.375 -4.214 -4.396  -0.66
119 C -9.458 -4.959 -3.959  -0.16
120 C -10.240 -4.456 -2.933  -0.44
121 C -9.901 -3.227 -2.389  -0.22
122 H -7.279 -2.385 -4.095  0.41
123 H -7.739 -4.567 -5.196  0.35
124 H -9.689 -5.914 -4.412  0.38
125 H -11.095 -5.002 -2.560  0.35
126 H -10.492 -2.797 -1.587  0.36
127 N -2.761 -2.047 5.281  -0.29
128 C -2.127 -1.264 6.156  -0.05
129 C -2.730 -0.716 7.277  -0.72
130 C -4.067 -0.995 7.507  -0.22
131 C -4.742 -1.807 6.610  -0.43
132 C -4.047 -2.306 5.519  -0.22
133 H -1.082 -1.071 5.937  0.45
134 H -2.164 -0.089 7.951  0.38
135 H -4.575 -0.587 8.371  0.38
136 H -5.786 -2.052 6.752  0.38
137 H -4.540 -2.949 4.799  0.36

ORCA calculation (ωB97M-V/def2-TZVPD) on a molecular structure, C21H23AsBBiNO2S in a non-equilibrium geometry.

Summary:
**Relative energy (zero: lowest compared OMol25 entry of this formula, charge and spin)**: 0.00 kcal/mol
**LUMO energy**: -2.86 eV
**Kohn-Sham gap**: 8.1 eV
**Charge**: +1
**Highest occupied orbital energy**: -0.4036 hartree

Last column: Mulliken charge in e.
CARTESIAN COORDINATES (ANGSTROEM)
1 Bi 14.148 8.616 6.395  0.83
2 N 14.706 6.170 5.428  -0.44
3 C 16.092 6.015 5.356  0.92
4 C 16.668 5.641 4.142  -1.04
5 C 18.027 5.655 4.031  -0.39
6 C 18.855 6.117 5.036  -1.02
7 C 18.241 6.379 6.275  -0.56
8 C 16.852 6.377 6.448  0.27
9 C 16.164 6.498 7.786  0.65
10 C 16.637 5.736 8.824  -0.52
11 C 16.035 5.703 10.097  -0.88
12 C 14.985 6.635 10.277  -0.76
13 C 14.521 7.457 9.281  -0.53
14 C 15.144 7.395 8.010  0.34
15 H 14.224 5.860 4.608  0.21
16 H 14.264 5.755 6.221  0.31
17 H 16.044 5.336 3.307  0.34
18 H 18.438 5.366 3.046  0.32
19 H 19.899 6.175 5.033  0.45
20 H 18.903 6.685 7.036  0.50
21 H 17.541 5.185 8.673  0.48
22 H 16.209 5.044 10.927  0.43
23 H 14.428 6.552 11.211  0.32
24 H 13.699 8.135 9.371  0.44
25 C 10.254 10.802 7.776  -0.43
26 As 11.850 11.637 7.338  0.69
27 C 11.748 13.225 8.421  -1.16
28 C 11.886 12.051 5.446  -0.99
29 S 13.610 10.736 8.098  -0.50
30 H 9.403 11.384 7.342  0.42
31 H 10.124 10.899 8.839  0.40
32 H 10.268 9.797 7.415  -0.15
33 H 10.816 13.764 8.212  0.40
34 H 12.695 13.773 8.280  0.38
35 H 11.696 12.944 9.447  0.39
36 H 11.103 12.781 5.172  0.39
37 H 11.590 11.149 4.972  0.33
38 H 12.907 12.321 5.166  0.36
39 O 10.843 8.138 6.436  -0.63
40 B 12.079 7.630 6.834  0.83
41 O 11.942 6.258 7.023  -0.56
42 C 10.654 5.927 6.536  0.50
43 C 10.027 4.698 6.573  -1.17
44 C 8.681 4.743 6.150  -0.47
45 C 8.074 5.883 5.732  -0.53
46 C 8.715 7.105 5.818  -0.79
47 C 10.016 7.065 6.252  1.00
48 H 10.423 3.773 6.936  0.51
49 H 8.123 3.861 6.246  0.45
50 H 6.985 5.823 5.389  0.30
51 H 8.226 8.112 5.567  0.33